This record from OMol25 describes a cluster of 12 separate species, C46H122N10O22 in total. The level of theory is the ωB97M-V functional and the def2-TZVPD basis.

Output
* SMILES: COCCNCCOC.COCCNCCOC.COCCNCCOC.COCCNCCOC.COCCNCCOC.COCCNCCOC.NC(N)=O.NC(N)=O.OCCO.OCCO.OCCO.OCCO
* HOMO energy: -8.5 eV
* E_LUMO: 0.13 eV
* charge: 0

Geometry as XYZ:
```
200
Properties=species:S:1:pos:R:3:forces:R:3:lowdin_charge:R:1
C 30.19362 22.59746 25.66147 -0.738 -1.021 -0.276 -0.086
O 30.13900 21.33564 24.92209 0.455 1.555 0.049 -0.206
C 30.38586 20.23646 25.78994 -0.119 0.551 -0.888 -0.226
C 30.59100 18.92856 25.01842 1.034 0.087 -0.252 -0.182
N 31.80916 18.92910 24.17808 0.463 -0.186 -0.460 -0.052
C 32.21658 17.61266 23.62335 -1.119 0.801 -0.752 -0.207
C 33.47162 17.68770 22.76217 -0.204 1.427 1.033 -0.265
O 33.96368 16.47184 22.28338 -0.856 -1.316 -0.400 -0.200
C 33.09763 15.79496 21.30341 -0.054 1.428 0.491 -0.041
H 31.18016 22.90644 26.00701 0.397 -0.298 -0.419 0.080
H 29.59812 22.52348 26.57142 -0.271 -0.179 0.137 0.078
H 29.73742 23.38852 25.06632 0.211 -0.244 -0.253 0.085
H 29.47644 20.21478 26.39044 0.232 -0.692 0.701 0.114
H 31.27530 20.51604 26.35459 0.094 -0.454 0.542 0.116
H 29.71334 18.72108 24.40623 0.007 -0.010 -0.141 0.109
H 30.72962 18.10684 25.72104 -0.555 -0.124 0.566 0.102
H 32.59094 19.31521 24.68780 0.001 0.190 0.285 0.101
H 31.43632 17.41144 22.88932 -0.477 -0.791 0.484 0.109
H 32.35978 16.82778 24.36602 -0.327 -0.290 0.206 0.113
H 34.20743 18.14326 23.42485 0.736 -0.297 -0.119 0.104
H 33.28850 18.46763 22.02307 0.020 -0.222 -0.666 0.128
H 33.24688 14.71660 21.24894 0.917 0.253 -0.002 0.087
H 33.24988 16.35140 20.37858 0.038 -0.592 -0.381 0.093
H 32.03086 15.86480 21.51600 -0.028 0.414 0.409 0.049
C 23.34834 15.95972 17.63751 -0.169 -0.202 1.572 -0.122
O 23.27840 17.34530 17.68273 -1.855 -0.614 0.558 -0.169
C 24.39426 17.95862 17.27210 1.783 2.323 -1.087 -0.302
C 24.51824 18.01178 15.77241 -1.496 -0.871 -0.680 -0.218
N 23.27896 18.47292 15.13218 0.150 0.430 -0.290 -0.055
C 23.30166 18.33138 13.64413 -0.631 0.921 1.714 -0.169
C 22.52936 19.45384 12.90206 1.163 0.169 -0.105 -0.208
O 23.18392 20.71672 13.14587 -0.310 -0.798 -0.178 -0.217
C 22.73612 21.69390 12.20453 0.819 -0.511 1.152 -0.100
H 24.28622 15.70860 18.13291 0.325 -0.717 -0.321 0.084
H 23.24362 15.47250 16.66811 -0.061 0.176 -0.110 0.089
H 22.57262 15.67670 18.34904 -0.242 -0.622 -0.390 0.084
H 25.33004 17.45570 17.51603 0.184 -0.129 1.009 0.123
H 24.34834 18.95698 17.70711 0.360 0.192 0.065 0.131
H 24.57934 16.94408 15.56171 0.407 -0.129 -0.744 0.108
H 25.42800 18.50733 15.43346 0.197 0.123 0.003 0.124
H 23.19662 19.45523 15.35217 -0.198 0.270 -0.061 0.099
H 22.86866 17.35422 13.43022 0.136 0.005 -0.404 0.112
H 24.36512 18.37738 13.40953 -0.056 -0.047 -1.010 0.108
H 21.45910 19.62094 13.02351 -0.218 -0.552 0.993 0.117
H 22.56046 19.17892 11.84776 0.497 0.138 -0.454 0.107
H 23.18996 22.63296 12.52122 -0.081 0.031 -0.167 0.087
H 21.65232 21.76934 12.29280 -0.139 0.105 -0.592 0.086
H 23.14382 21.38800 11.24105 -0.550 0.309 -0.405 0.088
C 14.05356 16.55088 22.40427 -0.362 -2.425 -0.352 -0.152
O 15.12394 17.23596 21.89940 0.763 2.601 -0.500 -0.209
C 16.44690 16.99960 22.35640 -0.274 0.028 -1.613 -0.179
C 17.42158 17.75784 21.37121 -0.810 -0.076 1.708 -0.190
N 18.84983 17.62178 21.75128 -1.285 -0.237 -1.051 -0.055
C 19.56386 18.73865 21.15763 -0.186 -0.594 -0.126 -0.238
C 21.03594 18.69108 21.47003 -0.138 -0.023 1.414 -0.196
O 21.07342 19.01221 22.88168 -0.250 0.518 0.274 -0.227
C 22.36166 19.07875 23.54138 -1.194 0.068 -2.004 -0.061
H 13.09624 16.97022 22.09478 0.290 0.433 0.077 0.091
H 14.01472 16.25646 23.45304 0.360 0.851 0.539 0.085
H 14.12258 15.57344 21.92683 -0.540 -0.625 -0.180 0.080
H 16.57816 15.92150 22.26396 0.586 -0.223 0.529 0.117
H 16.53178 17.39370 23.36911 0.371 -0.259 0.196 0.122
H 17.07734 18.79188 21.39084 0.147 0.581 0.603 0.103
H 17.18540 17.57016 20.32379 0.473 -1.063 -0.051 0.115
H 18.99102 17.55914 22.74940 -0.159 0.330 0.085 0.101
H 19.14682 19.69002 21.48790 0.153 0.370 0.266 0.118
H 19.32621 18.70337 20.09444 0.487 -0.093 -0.258 0.121
H 21.56018 19.37244 20.79993 0.392 0.345 0.317 0.123
H 21.46846 17.69330 21.39617 -0.140 -0.167 -0.524 0.099
H 22.22412 19.31640 24.59622 -0.136 -0.384 -0.127 0.091
H 22.85582 19.91932 23.05421 0.753 -0.111 0.210 0.088
H 22.82162 18.11622 23.31759 0.692 0.147 0.593 0.068
C 24.15552 16.59518 21.23192 -1.153 1.042 0.415 -0.098
O 24.72316 16.36495 22.50382 0.918 -1.649 0.119 -0.226
C 24.89404 14.95142 22.78438 0.166 0.265 0.598 -0.172
C 25.48112 14.65030 24.16661 1.151 -0.193 -1.545 -0.174
N 26.95054 14.84820 24.21115 -1.506 2.290 0.282 -0.075
C 27.42036 14.69850 25.57360 1.279 -1.051 -0.374 -0.190
C 28.84266 15.23384 25.65426 0.031 0.790 -0.795 -0.168
O 29.68042 14.76260 24.56049 0.155 -1.242 2.434 -0.260
C 30.61722 13.67760 24.93709 -0.748 1.428 -0.469 -0.028
H 24.67204 16.29996 20.31860 0.557 -0.492 0.388 0.084
H 24.01070 17.67437 21.18226 0.133 0.096 -0.124 0.087
H 23.14356 16.19033 21.24391 -0.105 -0.364 -0.345 0.083
H 25.56198 14.49016 22.05691 -0.157 0.029 -0.448 0.128
H 23.93282 14.43812 22.81027 -0.310 0.116 -0.553 0.104
H 25.42230 13.56526 24.25210 -1.157 -0.118 0.534 0.109
H 24.92136 15.20430 24.92016 0.359 -0.251 0.290 0.117
H 27.37502 14.22262 23.54139 0.268 -0.319 0.334 0.107
H 27.32630 13.63316 25.78405 0.229 -0.277 0.829 0.120
H 26.86040 15.26842 26.31504 -0.416 0.011 -0.337 0.123
H 29.32988 15.23058 26.62930 0.116 -0.870 0.075 0.115
H 28.69706 16.30392 25.50645 0.240 0.203 -0.506 0.112
H 31.43332 14.16724 25.46846 0.294 -0.249 -0.186 0.068
H 30.90422 13.23436 23.98352 0.326 0.064 0.181 0.085
H 30.21756 12.89158 25.57781 -0.528 0.184 -0.015 0.088
C 38.41434 15.88626 21.96826 0.199 0.668 0.822 -0.067
O 38.86538 15.69858 23.33276 -0.074 -0.527 -0.937 -0.199
C 38.77143 16.87407 24.09123 -1.265 0.994 0.801 -0.219
C 37.26866 17.15526 24.46862 0.787 0.589 0.817 -0.203
N 36.82396 16.02212 25.28986 -0.192 0.027 -0.289 -0.051
C 35.49660 15.53904 24.93113 0.657 -0.105 -1.017 -0.207
C 34.97272 14.38576 25.76921 -0.624 0.823 0.431 -0.178
O 35.00073 14.74672 27.17583 -1.041 -0.710 -1.172 -0.192
C 35.25852 13.72428 28.11724 1.336 0.725 0.006 -0.124
H 37.49242 16.46766 21.97918 -0.210 -0.266 -0.180 0.071
H 38.26946 14.94072 21.44569 0.077 -0.050 0.447 0.090
H 39.14390 16.48857 21.42692 0.234 -0.040 -0.102 0.084
H 39.27101 17.71278 23.60634 -0.196 0.205 -0.304 0.116
H 39.28874 16.75134 25.04277 0.189 -0.479 -0.082 0.119
H 36.70964 17.51026 23.60283 -0.475 -1.139 -0.548 0.090
H 37.05515 17.99955 25.12414 1.076 0.616 0.093 0.109
H 37.51652 15.30472 25.12919 -0.260 -0.498 -0.006 0.096
H 35.55114 15.22436 23.88897 -0.270 -0.688 -0.293 0.110
H 34.81664 16.37820 24.78419 -0.187 0.117 0.968 0.096
H 35.42412 13.44178 25.46386 0.917 -0.087 0.755 0.120
H 33.94710 14.19708 25.45203 -0.463 0.246 0.138 0.097
H 35.25414 14.24210 29.07636 0.337 -0.077 0.032 0.069
H 36.26576 13.39472 27.86229 0.204 -0.487 0.553 0.088
H 34.63376 12.84532 28.27599 -0.723 0.052 -0.860 0.082
C 23.61140 15.14384 28.01619 0.463 0.165 0.224 -0.083
O 23.95716 15.23620 29.40476 -0.470 0.912 -1.459 -0.196
C 23.19416 14.49730 30.33082 1.296 -1.066 -0.290 -0.232
C 24.19544 14.20478 31.42540 -0.624 0.356 1.248 -0.223
N 24.48358 15.44868 32.19333 0.390 -0.969 0.076 -0.037
C 25.73208 15.43282 33.04968 -0.857 -0.551 -1.766 -0.165
C 26.97974 15.48502 32.15939 -0.865 0.514 1.538 -0.237
O 26.89034 16.70442 31.45926 0.814 -0.635 -1.054 -0.170
C 27.70206 16.70253 30.30102 0.037 0.984 -1.166 -0.114
H 24.39292 15.60042 27.40885 0.445 0.076 0.420 0.072
H 22.74016 15.72508 27.71420 -0.532 -0.219 0.434 0.081
H 23.56712 14.10986 27.67412 -0.383 -0.161 0.134 0.078
H 22.98970 13.50764 29.92234 -0.407 -0.144 -0.394 0.114
H 22.25644 14.92302 30.68792 0.093 0.530 -0.114 0.127
H 25.06810 13.75932 30.94779 0.203 -0.035 -0.093 0.108
H 23.71424 13.42024 32.00939 0.230 0.058 0.707 0.111
H 24.65582 16.06960 31.41557 0.218 0.825 0.259 0.074
H 25.74512 14.49424 33.60375 -0.071 0.090 0.265 0.111
H 25.72376 16.28984 33.72315 -0.126 -0.088 -0.007 0.110
H 26.98452 14.60044 31.52253 0.322 0.107 -0.288 0.111
H 27.83232 15.52738 32.83720 0.494 -0.362 -0.211 0.122
H 28.78790 16.70028 30.39610 0.141 0.059 1.024 0.070
H 27.45458 17.60524 29.74248 -0.061 0.183 0.147 0.087
H 27.55114 15.90442 29.57414 -0.708 -0.612 0.328 0.079
C 23.54068 12.44250 19.06291 4.680 -2.027 0.931 -0.823
O 24.69424 12.02458 18.95667 0.628 -0.274 -0.252 0.005
N 22.98914 12.56220 20.22520 -1.717 0.641 3.037 0.189
N 22.80882 12.71124 18.06090 -3.142 1.394 -4.525 0.180
H 22.09048 13.02242 20.25144 0.216 -0.284 1.087 0.110
H 23.55144 12.23026 20.99575 -0.583 0.481 0.338 0.089
H 21.90134 13.12838 18.21118 0.169 -0.195 -0.650 0.117
H 23.19254 12.54388 17.14174 -0.306 0.281 0.198 0.134
C 28.84514 15.70266 21.15098 -0.754 0.792 -1.044 -0.764
O 29.14810 15.87182 19.99297 0.253 0.392 -1.654 0.027
N 29.48090 14.88282 21.94098 2.235 -2.771 1.586 0.170
N 27.81190 16.30488 21.75153 -1.548 1.453 0.073 0.179
H 30.23314 14.32884 21.55710 -0.218 0.336 -0.174 0.109
H 29.44200 14.92206 22.94947 -0.152 0.138 -0.011 0.037
H 27.47724 16.03122 22.66434 0.003 0.075 0.108 0.048
H 27.22962 16.89760 21.17730 0.205 -0.135 0.181 0.105
C 24.47144 10.46001 23.44062 1.858 -3.392 -0.237 -0.246
C 24.59124 9.34792 22.32128 0.677 2.532 1.097 -0.235
O 23.40088 8.60990 22.25993 0.352 -0.520 -0.161 -0.050
O 23.56610 11.42746 23.13318 -0.981 1.437 -0.625 -0.074
H 25.47330 10.85104 23.61806 -0.128 0.488 -0.182 0.121
H 24.19388 9.92464 24.34861 -0.118 -0.012 0.306 0.123
H 25.44878 8.70656 22.52466 0.083 -0.016 0.295 0.120
H 24.80594 9.86856 21.38804 -0.103 0.033 -0.337 0.114
H 23.79510 7.79618 21.93738 -1.131 -0.650 -0.162 0.088
H 22.74160 10.96732 22.95977 -0.364 0.117 -0.121 0.099
C 26.59418 20.31792 24.30452 0.465 -0.905 1.144 -0.250
C 26.30826 18.94811 23.65003 0.997 -0.730 1.440 -0.171
O 25.56648 18.02082 24.55838 0.432 2.209 -0.675 -0.095
O 25.46258 21.02448 24.73577 -1.048 0.430 -0.910 -0.062
H 27.27854 20.92750 23.71448 -0.503 0.073 -0.559 0.122
H 27.13490 20.23760 25.24753 0.710 -1.015 -0.026 0.104
H 27.26988 18.44567 23.54545 0.348 0.260 -0.264 0.087
H 25.93752 19.05858 22.63098 -0.822 -0.104 0.186 0.112
H 25.39846 17.22906 24.04216 -0.153 0.026 -0.404 0.011
H 24.86318 20.33444 25.02930 -0.331 0.032 0.220 0.066
C 31.47192 15.61654 29.00511 0.918 -0.503 -0.862 -0.262
C 32.81887 16.07116 29.57069 -1.012 0.194 -0.611 -0.260
O 32.55406 16.69952 30.77397 0.129 0.415 1.642 -0.050
O 30.67296 14.88300 29.86682 -0.736 -0.341 1.575 -0.063
H 31.70194 14.87076 28.24420 0.205 0.747 -1.176 0.106
H 30.84642 16.44828 28.68096 0.285 0.045 -0.320 0.120
H 33.28102 16.83608 28.94665 0.194 -0.545 -0.799 0.128
H 33.46804 15.20736 29.71390 0.153 -0.112 -0.172 0.097
H 33.42038 16.89557 31.13822 -0.124 0.286 0.437 0.092
H 31.23000 14.23662 30.30668 -0.070 -0.138 0.216 0.092
C 21.81260 14.10926 24.98548 0.420 -1.363 -1.174 -0.190
C 20.56220 13.40722 24.34652 0.508 0.887 -0.328 -0.189
O 20.70634 13.01028 22.95749 0.758 -0.325 0.623 -0.089
O 22.96730 13.27464 25.21087 -0.870 0.263 0.937 -0.103
H 21.55630 14.52422 25.96028 -0.170 -0.009 -0.133 0.106
H 22.15744 14.89504 24.31337 -0.418 0.427 -0.060 0.106
H 19.77742 14.15764 24.25107 -0.153 0.075 0.774 0.111
H 20.23964 12.54750 24.93384 -0.014 0.141 0.178 0.120
H 20.55578 12.06228 22.94193 -0.008 -0.002 -0.231 0.068
H 23.20618 12.73236 24.45557 -0.282 -0.079 -0.574 0.022
```
Positions in Å, forces in eV/Å.